Here is a molecular structure, C30H79FeN5O16PY at a distorted geometry from the OMol25 dataset. Energies are from the ωB97M-V functional and the def2-TZVPD basis.

Each line ends with the Mulliken spin population.
Geometry (Å):
Fe  -0.34  -1.05  -1.99  3.681
Y  -0.51  -3.40  1.49  0.024
P  -0.64  -0.87  0.68  -0.016
O  -0.43  -2.06  -0.31  0.071
O  0.50  -1.28  1.55  -0.006
O  -1.84  -1.58  1.30  -0.001
O  -0.63  0.16  -0.49  0.072
C  -3.15  4.64  -0.32  0.000
C  -2.75  3.22  -0.81  0.000
C  -1.87  3.22  -2.09  0.013
O  -2.60  3.78  -3.15  0.000
C  -1.94  4.89  -3.79  0.000
N  -1.83  2.63  0.20  0.003
H  -3.53  4.59  0.70  0.000
H  -3.78  5.13  -1.06  0.000
H  -2.29  5.30  -0.25  0.000
H  -3.58  2.51  -0.83  0.000
H  -1.68  2.18  -2.36  -0.004
H  -0.90  3.72  -2.00  0.000
H  -1.58  5.61  -3.05  0.000
H  -2.75  5.34  -4.36  0.000
H  -1.11  4.66  -4.46  0.000
H  -1.58  1.71  -0.11  0.001
H  -2.41  2.34  0.98  0.002
C  3.20  0.92  -2.84  0.001
C  1.70  0.55  -2.61  -0.012
C  0.73  0.89  -3.79  0.022
O  -0.45  0.11  -3.65  0.034
C  -1.51  0.51  -4.55  0.006
N  1.69  -0.86  -2.25  0.046
H  3.57  0.44  -3.74  -0.001
H  3.79  0.61  -1.97  -0.002
H  3.15  2.01  -2.93  0.002
H  1.43  1.13  -1.73  -0.005
H  1.10  0.73  -4.81  0.001
H  0.40  1.92  -3.64  -0.001
H  -1.69  1.58  -4.53  -0.001
H  -2.34  -0.18  -4.41  0.002
H  -1.12  0.29  -5.55  0.001
H  2.23  -0.93  -1.40  -0.004
H  2.44  -1.25  -2.81  0.009
C  -3.83  0.88  2.20  0.000
C  -4.68  -0.32  2.61  0.000
O  -4.37  -1.56  2.02  0.000
O  -2.46  0.69  2.66  0.001
H  -4.17  1.79  2.70  0.000
H  -3.67  1.06  1.14  -0.001
H  -5.74  -0.09  2.46  0.000
H  -4.60  -0.43  3.69  0.000
H  -3.42  -1.61  1.90  -0.001
H  -2.14  -0.13  2.28  -0.003
C  4.91  -1.15  1.52  0.000
C  3.62  -0.24  1.55  0.000
O  2.75  -0.72  0.46  0.000
O  4.69  -2.27  2.33  0.000
H  5.67  -0.51  1.99  0.000
H  5.19  -1.51  0.53  0.000
H  3.91  0.79  1.34  0.000
H  3.12  -0.17  2.51  0.000
H  1.84  -0.86  0.75  0.009
H  5.43  -2.88  2.26  0.000
C  -0.40  -2.20  4.38  0.000
O  0.21  -3.23  3.66  0.002
C  1.62  -3.38  4.06  0.000
C  2.30  -4.38  3.12  0.000
N  2.04  -3.90  1.73  0.001
C  2.68  -4.78  0.75  0.000
C  2.34  -4.39  -0.66  -0.001
O  0.93  -4.44  -0.90  0.003
C  0.54  -5.74  -1.29  0.000
H  -0.49  -2.41  5.45  0.000
H  -1.35  -2.29  3.87  0.000
H  -0.05  -1.18  4.21  0.000
H  1.68  -3.73  5.09  0.000
H  2.10  -2.41  4.02  0.000
H  1.92  -5.39  3.28  0.000
H  3.35  -4.55  3.35  0.000
H  2.64  -3.10  1.68  0.000
H  2.26  -5.77  0.95  0.000
H  3.72  -4.68  1.03  0.000
H  2.94  -4.94  -1.39  0.000
H  2.59  -3.34  -0.80  0.002
H  1.12  -6.28  -2.03  0.000
H  -0.47  -5.69  -1.70  0.000
H  0.41  -6.45  -0.47  0.000
C  1.00  1.69  3.10  -0.003
O  0.60  2.99  3.71  0.000
C  -0.77  3.30  3.48  -0.002
C  -0.95  4.82  3.40  0.000
N  -0.94  5.46  4.72  0.000
C  -1.31  6.84  4.60  0.000
C  -0.49  7.85  3.68  0.000
O  0.89  8.11  4.09  0.000
C  1.77  7.59  3.03  0.000
H  0.73  1.46  2.07  0.006
H  0.64  0.88  3.73  0.000
H  2.09  1.73  3.09  0.000
H  -1.38  2.79  4.22  0.000
H  -1.15  2.98  2.51  -0.001
H  -1.92  4.94  2.92  0.000
H  -0.20  5.16  2.69  0.000
H  0.00  5.39  5.08  0.000
H  -1.24  7.34  5.57  0.000
H  -2.34  7.08  4.33  0.000
H  -0.99  8.81  3.58  0.000
H  -0.51  7.54  2.63  0.000
H  1.78  6.55  2.72  0.000
H  2.79  7.85  3.31  0.000
H  1.63  8.17  2.12  0.000
C  -3.48  -1.04  -1.48  0.006
O  -2.41  -1.53  -2.23  -0.028
C  -2.54  -2.97  -2.47  0.000
C  -1.49  -3.47  -3.50  0.023
N  -0.18  -2.96  -3.13  0.044
C  0.57  -2.95  -4.38  0.008
C  1.05  -4.35  -4.86  0.003
O  2.15  -4.70  -3.96  0.000
C  2.88  -5.85  -4.41  0.000
H  -3.66  -1.77  -0.69  0.002
H  -4.37  -0.88  -2.09  0.001
H  -3.23  -0.08  -1.04  -0.002
H  -3.46  -3.31  -2.94  0.001
H  -2.64  -3.43  -1.49  -0.004
H  -1.88  -3.11  -4.45  -0.002
H  -1.45  -4.56  -3.45  -0.002
H  0.33  -3.61  -2.56  0.002
H  1.48  -2.36  -4.33  -0.002
H  0.02  -2.44  -5.18  0.003
H  1.35  -4.31  -5.91  -0.001
H  0.23  -5.07  -4.75  -0.001
H  2.28  -6.77  -4.42  0.000
H  3.74  -5.99  -3.75  0.000
H  3.27  -5.74  -5.42  0.000

Its spin multiplicity is 5. As for the charge: +2. The calculation puts the total energy at -4310.9269 Eh.